Density functional theory data (wB97M-V/def2-TZVPD) for a gas-phase ion, C3H6NO2S (charge -1) in a non-equilibrium geometry.

Each line ends with the Löwdin charge.
Geometry (Å):
C -0.385285 0.825609 0.217660  -0.27
C -0.136074 -0.160897 1.229691  -0.39
C 0.349011 2.013220 0.068675  -0.45
N 0.562227 -1.421040 -1.118893  -0.52
O -0.800470 -1.836072 -1.540084  -0.21
O 0.165661 2.891516 -0.761759  -0.12
S 0.805292 -1.804945 0.465305  0.71
H 0.346498 -0.440729 -1.081484  -0.02
H -1.156017 0.686088 -0.584755  0.10
H 0.601679 0.155241 1.902213  0.03
H -0.991579 -0.491272 1.650001  0.01
H 1.184514 2.329613 0.847645  0.12
H -0.545456 -2.746334 -1.294217  0.02

Cartesian forces (eV/Å) of the 2 atoms listed first:
-0.159 0.338 -1.146
1.684 0.500 -2.278

- ΔE to the lowest compared entry with this formula, charge and spin: 407.1 kJ/mol
- HOMO-LUMO gap: 6.59 eV
- SMILES: [O-]/C=C/CSNO
- Net charge: -1
- LUMO energy: 3.521 eV

Density functional theory data (wB97M-V/def2-TZVPD) for a molecular structure, C19H29F6IrN6O2P in a non-equilibrium geometry.

Each line ends with the Mulliken spin population.
Geometry (Å):
Ir -0.916784 0.820645 1.357546  1.35
N -6.139328 0.211867 2.929334  0.00
C -4.911863 -0.042833 2.044501  -0.04
C -4.443282 1.246629 1.373016  0.00
C -3.544381 2.168860 2.229707  0.01
N -2.249141 2.410214 1.521133  0.06
C -3.264715 1.610097 3.623953  0.02
C -2.887451 0.132322 3.673049  0.00
N -1.484239 -0.018585 3.207564  0.04
C -3.820819 -0.766404 2.828908  0.02
H -6.903519 0.628298 2.388267  0.00
H -5.951689 0.833847 3.718725  0.00
H -6.496576 -0.668169 3.314925  0.00
H -5.299197 -0.714558 1.279987  -0.01
H -5.303588 1.808100 1.002586  -0.01
H -3.904135 0.939791 0.472463  0.05
H -4.030773 3.137404 2.346727  0.00
H -1.743760 3.201119 1.925821  0.01
H -2.395911 2.723703 0.569780  0.00
H -4.149427 1.769812 4.246576  0.00
H -2.489772 2.205977 4.112699  -0.01
H -2.927415 -0.195699 4.711935  -0.01
H -1.212389 -1.007441 3.132016  0.00
H -0.818706 0.313019 3.909937  0.01
H -4.269488 -1.532167 3.465143  -0.01
H -3.232178 -1.329002 2.099501  0.04
F 0.244879 -0.808927 1.063169  0.02
P 1.247320 -2.410251 0.791937  0.00
F 2.696292 -3.086407 0.725996  0.00
F 1.901067 -1.361797 -0.306942  0.00
F 0.051512 -2.536648 -0.311473  0.00
F 1.486702 -2.032935 2.326238  0.00
F 0.680357 -3.828654 1.279586  0.00
C 4.210619 -4.210835 -2.378181  0.01
C 4.206546 -2.764271 -2.678780  0.22
C 4.016821 -1.800222 -1.649108  0.08
C 3.993610 -0.466600 -1.920754  0.09
C 4.156901 -0.019432 -3.263446  0.23
N 4.188069 1.287634 -3.614270  0.18
C 3.990214 2.457334 -2.833875  -0.02
O 4.655633 3.428937 -3.014805  0.05
N 3.000691 2.421213 -1.837374  0.00
C 1.746423 1.845390 -1.842150  0.02
C 1.134450 1.301677 -2.989445  -0.01
C -0.132019 0.761201 -2.845129  0.02
C -0.756821 0.761372 -1.621918  -0.01
N -0.177175 1.307658 -0.512669  0.00
C 1.044436 1.845931 -0.633570  0.03
C 4.368016 -0.979243 -4.305667  0.07
C 4.379707 -2.304915 -4.016685  0.03
H 4.281582 -4.405729 -1.310994  0.00
H 5.038234 -4.709504 -2.887270  0.02
H 3.283724 -4.662800 -2.750600  0.04
H 3.902996 -2.136913 -0.627062  0.01
H 3.896092 0.240666 -1.109849  0.00
H 4.677567 1.516841 -4.475102  -0.01
H 3.176321 3.134772 -1.141151  0.00
H 1.614281 1.329861 -3.956352  0.00
H -0.640849 0.329456 -3.695187  0.00
H -1.728635 0.308709 -1.486431  -0.01
H 1.492803 2.236382 0.270643  0.00
H 4.509529 -0.638510 -5.324302  0.00
H 4.530485 -3.028076 -4.807696  0.00
O 0.422147 1.790790 2.204869  1.43

Cartesian forces (eV/Å) of the 2 atoms listed first:
0.925 -0.089 0.339
0.029 -0.015 -0.049

- Spin multiplicity: 5
- ΔE to the lowest compared entry with this formula, charge and spin: 364.5 kJ/mol
- HOMO-LUMO gap (alpha / beta): 8.29 / 6.75 eV
- ⟨S²⟩: 6.038
- Net charge: +3
- LUMO energy (alpha / beta): -8.123 / -10.202 eV

Density functional theory data (wB97M-V/def2-TZVPD) for a molecular structure, C32H33FN17O4Y in a non-equilibrium geometry.

Each line ends with the Löwdin charge.
Geometry (Å):
Y -0.178238 0.408715 0.347672  1.54
C 1.505477 -2.760823 -0.744551  -0.14
N 0.191824 -2.135040 -0.911439  -0.19
C -0.832265 -3.048214 -0.387013  -0.12
C -2.088050 -2.379429 0.107726  -0.28
C -3.340176 -2.813528 -0.286499  -0.02
C -4.462461 -2.229725 0.278631  -0.04
C -4.297123 -1.250089 1.241450  -0.04
C -3.010572 -0.862601 1.570868  -0.13
N -1.924086 -1.403684 1.011624  0.04
C 0.020310 -1.842655 -2.335288  -0.15
C 0.950043 -0.722171 -2.734676  -0.26
C 1.339312 -0.549353 -4.057589  -0.01
C 2.255586 0.439259 -4.362168  -0.05
C 2.774353 1.220052 -3.336853  -0.05
C 2.309205 1.008693 -2.054896  -0.13
N 1.404783 0.067527 -1.758377  0.04
C 2.021979 -2.705712 0.663294  -0.27
C 3.028155 -3.579841 1.058731  -0.02
C 3.497998 -3.514340 2.354791  -0.06
C 2.925777 -2.592089 3.216925  -0.05
C 1.931833 -1.760241 2.736495  -0.10
N 1.489736 -1.793142 1.470122  0.11
H 1.465928 -3.808008 -1.077209  0.14
H 2.224610 -2.258427 -1.390812  0.13
H -1.081506 -3.824148 -1.121499  0.13
H -0.393600 -3.548642 0.478752  0.13
H -3.430718 -3.583087 -1.041224  0.12
H -5.452472 -2.535693 -0.033104  0.11
H -5.141659 -0.771914 1.716755  0.11
H -2.834316 -0.076613 2.294868  0.10
H 0.237823 -2.728953 -2.950320  0.13
H -1.011684 -1.541889 -2.522212  0.09
H 0.930891 -1.194843 -4.824329  0.12
H 2.576766 0.590251 -5.385048  0.11
H 3.517664 1.982199 -3.526738  0.11
H 2.641731 1.613427 -1.219898  0.10
H 3.423151 -4.299435 0.352503  0.12
H 4.283689 -4.178385 2.691343  0.11
H 3.238855 -2.513480 4.248660  0.11
H 1.460496 -1.031226 3.377162  0.10
N -2.920676 2.796718 -0.504871  0.13
C -2.462557 2.808320 0.793381  -0.48
N -2.895512 3.701040 1.660378  0.04
N -2.235672 3.398954 2.795472  -0.08
N -1.462639 2.392230 2.623239  -0.07
N -1.562258 1.968726 1.317602  -0.09
C -2.887216 1.682307 -1.316605  -0.51
N -3.641555 1.607084 -2.398513  0.04
N -3.329449 0.410795 -2.931524  -0.07
N -2.466962 -0.189024 -2.196759  -0.09
N -2.117654 0.607209 -1.146552  -0.05
H -3.701298 3.412669 -0.669631  0.14
F 0.274399 6.134005 0.101451  0.08
C 1.269279 5.517955 0.755254  -0.19
C 1.024373 4.648809 1.735355  0.05
N 2.037855 4.006111 2.418178  0.01
C 1.693333 2.792032 3.147820  -0.02
C 1.375231 1.677159 2.165695  -0.64
O 0.662198 0.713904 2.548176  -0.15
O 1.752659 1.786646 0.967886  -0.09
C 3.362442 4.197445 2.083794  -0.47
O 4.277814 3.578975 2.582564  0.09
N 3.569419 5.132670 1.083493  0.22
C 2.623750 5.808988 0.322053  -0.40
O 2.944406 6.529960 -0.599423  0.08
H 0.012395 4.405378 2.037410  0.13
H 0.808813 2.960137 3.758311  0.13
H 2.533377 2.511269 3.777866  0.14
H 4.534954 5.277529 0.826485  0.17
N 0.010241 2.440442 -1.070472  0.15
C -0.084260 3.297047 -1.841007  -0.20
N -0.224959 4.244960 -2.727575  -0.07
C -1.490726 4.386588 -3.461260  -0.12
C -1.319571 3.874327 -4.894955  -0.15
C 0.133336 4.052026 -5.366696  -0.19
C 0.770957 5.271280 -4.704433  -0.17
C 0.927711 5.029295 -3.201197  -0.12
H -1.760874 5.443898 -3.438428  0.13
H -2.261148 3.836340 -2.928789  0.09
H -2.000583 4.428174 -5.544388  0.11
H -1.611422 2.824417 -4.946677  0.11
H 0.169803 4.137070 -6.452931  0.11
H 0.716725 3.164621 -5.100730  0.10
H 0.152413 6.154786 -4.881827  0.12
H 1.753002 5.488411 -5.125645  0.11
H 1.002976 5.960611 -2.638933  0.12
H 1.827165 4.443103 -3.005828  0.12

Cartesian forces (eV/Å) of the 2 atoms listed first:
1.264 -0.946 -0.274
0.032 -0.001 0.018

- HOMO-LUMO gap: 8.10 eV
- LUMO energy: 0.142 eV

Density functional theory data (wB97M-V/def2-TZVPD) for C5H8N2O2 in the gas phase in a non-equilibrium geometry.

Each line ends with the Löwdin charge.
Geometry (Å):
C -2.189959 -0.980945 -0.241040  -0.01
C -1.259629 0.142443 0.015238  -0.42
C 1.935565 -1.257943 0.253662  -0.17
C 1.141437 0.741552 -0.094586  -0.36
C 1.326446 2.067770 -0.042362  0.09
H -3.190917 -0.667273 -0.339394  0.06
H -2.087964 -1.776259 0.548837  0.10
H -1.874354 -1.494640 -1.167423  0.10
H -2.607305 1.515452 0.209607  0.06
H 2.235642 -1.158552 1.308444  0.14
H 2.517062 -2.051737 -0.258904  0.15
H 0.489420 2.711671 0.235816  0.05
H 2.295756 2.462108 -0.275321  0.06
N -1.604460 1.347727 0.157352  0.15
N 0.091995 -0.113564 0.051248  0.01
O 0.553039 -1.432848 0.043466  0.00
O 2.228220 -0.054957 -0.404632  0.01

Cartesian forces (eV/Å) of the 2 atoms listed first:
1.778 -2.432 0.330
-0.558 0.403 0.085

- ΔE to the lowest compared entry with this formula, charge and spin: 400.4 kJ/mol
- HOMO-LUMO gap: 8.92 eV
- SMILES: [H]/N=C(\C)N1OCOC1=C
- LUMO energy: 0.856 eV

Table of energy (hartree), in record order: -721.25358; -2264.41528; -2609.48725; -455.20597